# C22H35Cl3N3O6Sc

A structure of composition C22H35Cl3N3O6Sc in a non-equilibrium geometry (wB97M-V/def2-TZVPD, OMol25).

Geometry as XYZ:
```
70
C22H35Cl3N3O6Sc | OMol25 | wB97M-V/def2-TZVPD
O -2.638 0.878 -2.139
C -1.781 0.119 -2.747
C -2.375 -1.186 -3.210
C -2.537 -2.206 -2.290
H -1.966 -2.170 -1.355
C -3.489 -3.197 -2.551
H -3.675 -3.961 -1.793
C -4.176 -3.198 -3.774
H -4.952 -3.928 -4.006
C -3.906 -2.203 -4.734
H -4.412 -2.193 -5.693
C -2.998 -1.200 -4.470
H -2.814 -0.379 -5.174
H -1.341 0.680 -3.619
C 1.120 0.728 -2.884
C 0.266 -0.313 -2.182
H 1.244 0.351 -3.958
H 2.123 0.814 -2.401
H 0.686 1.730 -2.880
C 0.592 -1.618 -2.532
C 1.711 -2.104 -3.416
H -0.026 -2.472 -2.231
H 1.299 -2.441 -4.378
H 2.222 -2.970 -2.982
H 2.519 -1.390 -3.643
Sc 0.931 -0.289 -0.189
Cl 3.075 -1.301 -0.677
C 2.116 -0.835 2.226
O 1.572 0.189 1.696
N 2.832 -0.745 3.317
C 3.013 0.545 3.955
C 3.479 -1.924 3.858
H 2.017 -1.836 1.783
H 2.363 1.259 3.435
H 4.064 0.879 3.888
H 2.748 0.483 5.028
H 3.120 -2.796 3.279
H 3.182 -2.022 4.914
H 4.576 -1.821 3.758
H -5.319 0.161 0.518
H -4.049 0.311 2.855
C -4.374 -0.149 0.031
C -3.342 -0.347 2.291
N -3.238 0.111 0.908
H -4.220 0.393 -0.919
C -2.260 0.968 0.538
O -1.053 0.806 0.793
H -2.331 -0.304 2.731
H -2.646 1.848 -0.025
H -4.377 -1.232 -0.190
H -3.716 -1.390 2.269
H 2.386 5.018 0.154
H -0.155 5.902 -0.222
C 2.169 4.388 -0.721
C -0.166 5.198 -1.066
N 0.743 4.084 -0.779
H 2.750 3.465 -0.661
C 0.290 2.838 -0.589
O 1.047 1.857 -0.302
H -1.196 4.819 -1.208
H -0.796 2.745 -0.757
H 2.462 4.954 -1.617
H 0.160 5.715 -1.981
Cl -0.418 -2.170 3.361
C -1.029 -3.367 2.214
Cl -2.701 -3.788 2.622
C -0.841 -2.932 0.737
O -1.245 -3.755 -0.082
O -0.251 -1.811 0.474
H -0.398 -4.268 2.277
```

Computed properties:
energy relative to the best compared isomer or geometry (same formula, charge and spin)	112.3	kcal/mol
E_HOMO	-0.280	Ha

***

# C22H35ClCsN6O3

A structure of composition C22H35ClCsN6O3 (wB97M-V/def2-TZVPD, OMol25).

Geometry as XYZ:
```
68
C22H35ClCsN6O3 | OMol25 | wB97M-V/def2-TZVPD
Cs -1.012 0.029 -0.459
N -1.818 -1.233 2.769
C -1.211 -0.356 3.766
C 0.191 -0.792 4.190
N 1.153 -0.688 3.097
C 1.904 -1.917 2.880
C 2.765 -1.885 1.614
N 2.085 -1.378 0.428
C 1.997 0.494 3.207
C 1.241 1.813 3.125
N 0.574 1.968 1.835
H -2.194 -2.065 3.209
H -1.103 -1.575 2.131
H -1.865 -0.305 4.641
H -1.154 0.647 3.344
H 0.141 -1.835 4.519
H 0.527 -0.205 5.059
H 1.170 -2.719 2.779
H 2.557 -2.165 3.740
H 3.113 -2.901 1.412
H 3.661 -1.282 1.776
H 1.713 -0.463 0.673
H 1.287 -1.970 0.204
H 2.724 0.493 2.393
H 2.566 0.482 4.156
H 1.972 2.609 3.325
H 0.496 1.871 3.923
H 1.284 2.111 1.119
H -0.002 2.802 1.835
C -1.771 -4.857 1.252
C -1.312 -3.813 0.240
O -0.598 -2.905 0.675
C -1.741 -3.930 -1.139
C -2.725 -4.888 -1.476
C -3.204 -5.051 -2.747
C -2.678 -4.228 -3.769
C -1.716 -3.302 -3.504
C -1.176 -3.095 -2.179
O -0.272 -2.240 -1.993
H -1.209 -4.695 2.170
H -1.616 -5.876 0.899
H -2.836 -4.737 1.464
H -3.133 -5.514 -0.692
H -3.966 -5.787 -2.965
H -3.045 -4.337 -4.785
H -1.307 -2.677 -4.289
N 2.983 2.744 -1.952
C 2.960 1.633 -1.132
N 2.970 0.423 -1.746
O 2.981 1.746 0.093
H 2.649 2.599 -2.893
H 2.519 3.531 -1.515
H 2.765 0.344 -2.726
H 2.835 -0.401 -1.157
Cl -1.995 7.462 -5.326
C -1.490 6.252 -4.153
C -0.884 5.076 -4.574
C -0.489 4.128 -3.656
C -0.673 4.287 -2.246
C -0.278 3.315 -1.324
C -1.299 5.518 -1.872
C -1.693 6.463 -2.794
H -0.724 4.905 -5.633
H -0.029 3.211 -4.018
H -0.265 3.518 -0.260
H 0.334 2.496 -1.690
H -1.472 5.712 -0.819
H -2.164 7.380 -2.459
```

Computed properties:
energy relative to the best compared isomer or geometry (same formula, charge and spin)	12.6	kcal/mol
charge	-1
E_HOMO	-0.098	Ha

***

# C22H35MnN5O5

A structure of composition C22H35MnN5O5 (wB97M-V/def2-TZVPD, OMol25).

Geometry as XYZ:
```
68
C22H35MnN5O5 | OMol25 | wB97M-V/def2-TZVPD
Mn 0.679 -0.055 -0.631
C 1.581 -4.089 -2.090
C 1.687 -2.829 -1.227
O 1.157 -1.788 -1.706
C 2.366 -2.928 -0.027
C 2.688 -1.813 0.800
C 3.631 -2.055 1.953
N 2.218 -0.621 0.590
N 2.732 0.349 1.456
C 2.159 1.499 1.209
O 1.274 1.729 0.333
C 2.615 2.651 2.059
C 2.048 3.905 1.851
C 2.440 4.990 2.623
C 3.402 4.835 3.612
C 3.971 3.582 3.825
C 3.581 2.499 3.055
H 1.017 -3.849 -2.990
H 1.071 -4.889 -1.549
H 2.570 -4.458 -2.374
H 2.777 -3.894 0.245
H 3.900 -3.111 2.005
H 3.169 -1.746 2.892
H 4.534 -1.451 1.843
H 1.301 3.993 1.074
H 1.991 5.962 2.449
H 3.707 5.682 4.216
H 4.721 3.451 4.598
H 4.006 1.515 3.200
O 0.501 2.796 -3.727
C 1.280 2.248 -2.923
O 1.174 1.118 -2.399
H 2.190 2.833 -2.622
C -2.429 -0.995 2.239
C -1.047 -0.368 1.960
C -0.024 -1.094 2.849
C -1.120 1.113 2.370
O -0.789 -0.506 0.606
H -2.724 -0.906 3.291
H -2.412 -2.054 1.968
H -3.178 -0.494 1.622
H -0.325 -1.071 3.905
H 0.956 -0.632 2.762
H 0.056 -2.136 2.527
H -1.388 1.230 3.428
H -1.876 1.614 1.758
H -0.169 1.605 2.184
C -2.105 -2.588 -1.443
N -3.015 -1.612 -2.034
C -4.293 -1.532 -1.358
C -2.411 -0.429 -2.463
N -1.183 -0.198 -2.256
N -3.287 0.433 -3.164
C -3.988 -0.143 -4.292
C -2.740 1.743 -3.460
H -2.643 -3.537 -1.345
H -1.725 -2.247 -0.473
H -1.244 -2.710 -2.097
H -4.168 -1.374 -0.282
H -4.846 -2.467 -1.504
H -4.882 -0.709 -1.758
H -0.814 0.591 -2.784
H -4.366 -1.131 -4.040
H -3.336 -0.243 -5.175
H -4.829 0.500 -4.567
H -1.950 1.724 -4.224
H -2.296 2.179 -2.567
H -3.552 2.386 -3.807
```

Computed properties:
energy relative to the best compared isomer or geometry (same formula, charge and spin)	15.6	kcal/mol
charge	-2
multiplicity	2
expectation value of S²	1.088
E_HOMO (alpha / beta)	-0.017 / -0.003	Ha

***

# C22H35N3O2S

An isolated molecule of C22H35N3O2S (wB97M-V/def2-TZVPD, OMol25).

Geometry as XYZ:
```
63
C22H35N3O2S | OMol25 | wB97M-V/def2-TZVPD
C 4.998 -4.012 -0.539
H 5.029 -4.252 -1.599
H 5.896 -4.404 -0.067
H 4.996 -2.929 -0.434
C 3.748 -4.614 0.105
C 2.506 -4.098 -0.565
C 1.863 -2.970 -0.082
C 0.735 -2.457 -0.718
C 0.256 -3.076 -1.866
C 0.893 -4.207 -2.345
C 2.007 -4.716 -1.706
H 2.496 -5.600 -2.091
H 0.514 -4.689 -3.234
H -0.606 -2.682 -2.377
N 0.186 -1.277 -0.194
C -1.120 -0.932 -0.090
N -1.391 0.275 0.483
C -0.339 1.134 0.982
H -0.799 1.888 1.620
C 0.471 1.820 -0.138
H 0.340 1.265 -1.068
H 0.113 2.836 -0.303
C 1.961 1.868 0.209
O 2.495 0.559 0.322
C 3.473 0.156 -0.633
C 4.766 0.964 -0.513
H 5.549 0.484 -1.094
H 5.080 1.010 0.527
H 4.639 1.978 -0.884
C 2.948 0.147 -2.068
H 3.704 -0.277 -2.722
H 2.720 1.153 -2.413
H 2.052 -0.466 -2.141
H 3.678 -0.878 -0.333
H 2.095 2.361 1.180
H 2.496 2.452 -0.543
H 0.340 0.559 1.621
C -2.764 0.738 0.589
C -2.987 2.084 -0.105
H -2.684 2.017 -1.151
H -2.403 2.871 0.378
C -4.474 2.443 -0.014
N -4.881 2.501 1.368
C -5.164 3.619 2.082
O -5.365 3.576 3.281
C -5.253 4.921 1.311
H -6.012 4.858 0.534
H -4.296 5.175 0.861
H -5.530 5.703 2.012
C -4.717 1.238 2.059
C -3.249 0.810 2.040
H -2.666 1.533 2.613
H -3.145 -0.168 2.511
H -5.067 1.373 3.083
H -5.331 0.481 1.561
H -4.666 3.390 -0.515
H -5.062 1.664 -0.515
H -3.367 -0.017 0.070
S -2.335 -1.940 -0.608
H 0.878 -0.700 0.272
H 2.231 -2.482 0.810
H 3.731 -4.359 1.167
H 3.788 -5.702 0.016
```

Computed properties:
energy relative to the best compared isomer or geometry (same formula, charge and spin)	7.7	kcal/mol
E_HOMO	-0.284	Ha
SMILES	CCc1cccc(NC(=S)N(CCCOC(C)C)C2CCN(C(C)=O)CC2)c1

***

# C22H35N3O3S

An isolated molecule of C22H35N3O3S (wB97M-V/def2-TZVPD, OMol25).

Geometry as XYZ:
```
64
C22H35N3O3S | OMol25 | wB97M-V/def2-TZVPD
C 0.920 4.546 1.522
C 0.300 3.167 1.529
H -0.756 3.209 1.784
H 0.803 2.474 2.195
S 0.254 2.432 -0.148
O -0.785 1.437 -0.138
O 0.138 3.517 -1.082
N 1.651 1.629 -0.521
C 1.743 0.204 -0.371
H 2.292 -0.188 -1.236
H 0.722 -0.173 -0.416
C 2.470 -0.219 0.916
C 3.818 0.507 1.002
C 3.657 2.019 0.836
H 3.111 2.404 1.696
H 4.639 2.494 0.812
C 2.905 2.333 -0.459
H 3.512 2.024 -1.320
H 2.681 3.395 -0.560
H 4.473 0.122 0.217
H 4.278 0.298 1.969
C 1.597 0.028 2.147
O 1.884 0.811 3.037
N 0.500 -0.741 2.173
H 0.181 -1.230 1.344
C -0.546 -0.663 3.166
H -1.134 0.251 3.024
H -0.102 -0.639 4.163
C -1.431 -1.902 2.961
N -1.765 -1.976 1.554
C -2.966 -1.260 1.177
C -2.934 -0.973 -0.321
C -2.791 -2.266 -1.123
C -1.603 -3.066 -0.590
C -1.728 -3.274 0.920
H -2.635 -3.869 1.138
H -0.862 -3.831 1.289
H -0.682 -2.517 -0.794
H -1.546 -4.036 -1.090
H -3.698 -2.867 -0.977
C -2.663 -1.986 -2.634
C -1.456 -1.164 -2.992
C -0.255 -1.778 -3.330
C 0.862 -1.023 -3.641
C 0.797 0.360 -3.614
C -0.394 0.984 -3.288
C -1.512 0.225 -2.988
H -2.439 0.722 -2.745
H -0.451 2.060 -3.254
H 1.669 0.951 -3.853
H 1.785 -1.519 -3.909
H -0.197 -2.857 -3.359
H -2.618 -2.944 -3.159
H -3.564 -1.463 -2.960
H -2.094 -0.308 -0.518
H -3.852 -0.457 -0.607
H -3.871 -1.841 1.439
H -2.996 -0.314 1.719
H -2.316 -1.846 3.610
H -0.860 -2.791 3.240
H 2.649 -1.299 0.864
H 2.004 4.494 1.458
H 0.659 5.082 2.432
H 0.546 5.101 0.665
```

Computed properties:
energy relative to the best compared isomer or geometry (same formula, charge and spin)	10.9	kcal/mol
E_HOMO	-0.320	Ha
SMILES	CCS(=O)(=O)N1CCC[C@@H](C(=O)NCCN2CCC(Cc3ccccc3)CC2)C1

***

# C22H36AsIrN2O8PTe

A structure of composition C22H36AsIrN2O8PTe (wB97M-V/def2-TZVPD, OMol25).

Geometry as XYZ:
```
72
C22H36AsIrN2O8PTe | OMol25 | wB97M-V/def2-TZVPD
Ir -0.722 -0.050 -0.244
O -1.565 2.576 3.332
C -1.495 1.483 2.857
O -2.005 0.800 1.969
C 0.024 0.356 3.870
O 0.328 1.023 4.794
O 0.164 -0.644 3.214
C -1.946 -3.545 -0.245
Te -1.441 -2.134 1.290
C 0.403 -3.197 1.417
C 0.280 -4.410 0.531
C 1.300 -5.360 0.496
C 1.202 -6.463 -0.333
C 0.079 -6.630 -1.136
C -0.937 -5.692 -1.103
C -0.845 -4.576 -0.272
H -2.031 -3.024 -1.199
H -2.912 -3.989 -0.011
H 0.576 -3.441 2.463
H 1.204 -2.536 1.092
H 2.170 -5.234 1.129
H 1.996 -7.199 -0.349
H -0.006 -7.496 -1.778
H -1.817 -5.825 -1.721
N -0.197 -1.278 -4.381
C 0.474 -2.357 -3.856
C 0.467 -2.174 -2.510
N -0.195 -1.001 -2.218
C -0.583 -0.487 -3.364
H -0.375 -1.110 -5.357
H 0.883 -3.139 -4.469
H 0.882 -2.805 -1.742
H -1.148 0.423 -3.478
C -4.286 2.835 -1.977
As -3.372 2.112 -0.458
C -4.722 1.449 0.719
C -2.333 3.524 0.298
O -2.396 0.881 -1.107
H -5.002 3.591 -1.656
H -4.808 2.028 -2.487
H -3.558 3.284 -2.649
H -5.350 2.283 1.032
H -4.246 0.990 1.579
H -5.322 0.725 0.170
H -2.911 4.446 0.242
H -1.430 3.617 -0.306
H -2.070 3.308 1.331
C 3.534 0.486 2.390
C 2.808 -0.114 1.211
O 2.489 0.919 0.238
P 0.998 1.461 0.105
O 0.717 2.445 1.301
C 1.596 3.561 1.640
C 1.400 3.895 3.096
O 1.151 2.429 -1.155
C 2.116 2.253 -2.222
C 3.360 3.067 -1.959
H 3.809 -0.306 3.088
H 2.894 1.190 2.922
H 4.442 0.998 2.072
H 1.884 -0.593 1.538
H 3.424 -0.838 0.680
H 1.320 4.392 0.990
H 2.625 3.272 1.419
H 0.355 4.117 3.303
H 2.008 4.765 3.346
H 1.694 3.066 3.738
H 1.605 2.593 -3.122
H 2.345 1.192 -2.329
H 3.105 4.117 -1.815
H 4.032 2.994 -2.815
H 3.883 2.703 -1.077
```

Computed properties:
energy relative to the best compared isomer or geometry (same formula, charge and spin)	6.9	kcal/mol
charge	+1
multiplicity	5
expectation value of S²	6.009
E_HOMO (alpha / beta)	-0.340 / -0.422	Ha